{
  "formula": "C8H22MgN4O8",
  "method": "wB97M-V/def2-TZVPD",
  "elements": ["Mg", "N", "O", "O", "O", "N", "O", "O", "O", "C", "C", "C", "O", "C", "N", "H", "H", "H", "H", "H", "H", "H", "H", "H", "H", "H", "C", "C", "C", "O", "C", "N", "H", "H", "H", "H", "H", "H", "H", "H", "H", "H", "H"],
  "positions_angstrom": [[-0.62, 0.41, -0.56], [0.02, 2.76, -1.17], [0.36, 3.85, -1.58], [-1.11, 2.39, -0.92], [0.85, 1.84, -1.02], [-3.00, -1.53, 0.25], [-3.49, -2.27, -0.62], [-2.31, -0.54, -0.10], [-3.12, -1.79, 1.45], [1.62, -2.03, -2.99], [0.82, -0.88, -2.50], [-0.51, -0.72, -3.21], [-1.23, 0.26, -2.50], [-2.49, 0.57, -3.08], [0.59, -1.12, -1.05], [2.52, -2.07, -2.38], [2.04, -1.91, -4.00], [1.11, -2.98, -2.89], [1.39, 0.05, -2.59], [-1.05, -1.67, -3.24], [-0.46, -0.38, -4.24], [-2.92, 1.40, -2.52], [-3.12, -0.32, -3.10], [-2.36, 0.95, -4.10], [1.47, -1.34, -0.61], [0.07, -1.99, -0.99], [0.32, 2.70, 2.29], [0.81, 1.26, 2.11], [1.26, 0.55, 3.39], [1.52, -0.82, 3.08], [1.83, -1.64, 4.20], [-0.23, 0.46, 1.41], [1.10, 3.39, 2.58], [-0.39, 2.71, 3.13], [-0.21, 3.12, 1.44], [1.63, 1.37, 1.40], [0.51, 0.48, 4.18], [2.14, 1.02, 3.83], [0.91, -1.82, 4.76], [2.64, -1.27, 4.83], [2.13, -2.59, 3.78], [-0.99, 0.63, 2.07], [-0.02, -0.47, 1.76]],
  "homo_lumo_gap_ev": 9.16,
  "total_charge": 0,
  "e_above_lowest_ev": 0.237,
  "e_lumo_ev": 0.2
}

{
  "formula": "C8H22NO3Si",
  "method": "wB97M-V/def2-TZVPD",
  "elements": ["C", "O", "Si", "O", "C", "O", "C", "C", "C", "N", "C", "C", "C", "H", "H", "H", "H", "H", "H", "H", "H", "H", "H", "H", "H", "H", "H", "H", "H", "H", "H", "H", "H", "H", "H"],
  "positions_angstrom": [[-2.00, 1.90, 1.78], [-1.39, 0.66, 1.45], [-1.20, -0.13, 0.10], [-2.34, 0.52, -0.89], [-2.82, 0.52, -2.19], [-1.22, -1.81, 0.31], [-2.22, -2.61, 0.90], [0.54, 0.28, -0.66], [0.58, 1.80, -0.77], [1.75, -0.34, -0.02], [1.54, -0.17, 1.49], [3.01, 0.46, -0.38], [1.98, -1.77, -0.40], [-1.22, 2.48, 2.41], [-3.01, 1.84, 2.37], [-2.15, 2.53, 0.91], [-3.37, 1.42, -2.29], [-3.58, -0.32, -2.21], [-2.18, 0.48, -2.96], [-3.30, -2.20, 0.90], [-1.92, -2.60, 1.92], [-2.26, -3.58, 0.52], [0.63, 0.00, -1.74], [0.88, 2.28, 0.24], [1.30, 1.98, -1.56], [-0.37, 2.13, -0.99], [0.90, -0.90, 2.08], [2.47, -0.17, 2.02], [1.08, 0.80, 1.66], [2.93, 0.49, -1.43], [2.88, 1.49, 0.11], [3.63, -0.30, -0.02], [2.49, -1.85, -1.30], [2.79, -2.23, 0.36], [1.08, -2.36, -0.43]],
  "homo_lumo_gap_ev": 11.22,
  "total_charge": 1,
  "e_above_lowest_ev": 0.000,
  "e_lumo_ev": -2.4,
  "smiles": "CO[Si](OC)(OC)[C@@H](C)[N+](C)(C)C"
}

{
  "formula": "C8H23BNO13P2S2",
  "method": "wB97M-V/def2-TZVPD",
  "elements": ["C", "N", "C", "B", "O", "C", "C", "O", "P", "P", "O", "O", "O", "H", "H", "H", "H", "H", "H", "H", "H", "H", "H", "H", "H", "H", "H", "H", "C", "C", "O", "S", "O", "O", "O", "H", "H", "H", "H", "C", "C", "O", "S", "O", "O", "O", "H", "H", "H", "H"],
  "positions_angstrom": [[-1.41, -2.99, -2.36], [-1.09, -1.77, -3.16], [0.37, -1.62, -3.43], [-1.72, -0.53, -2.60], [-3.02, -0.13, -3.19], [-1.14, 0.40, -1.39], [-1.41, 1.95, -1.84], [-0.73, 2.71, -0.76], [-1.12, 1.79, 0.68], [0.19, 3.28, 1.71], [1.15, 4.04, 0.45], [1.37, 2.26, 2.51], [-1.82, 0.35, -0.09], [-0.46, -3.51, -1.97], [-1.90, -3.77, -3.07], [-2.14, -2.82, -1.49], [0.97, -1.11, -2.60], [0.84, -2.67, -3.56], [0.52, -1.08, -4.45], [-2.76, 0.29, -4.05], [0.00, 0.38, -1.36], [-1.11, 2.26, -2.90], [-2.52, 2.23, -1.65], [-2.32, 2.58, 0.69], [-1.55, 1.36, 2.02], [0.08, 0.98, 0.72], [0.66, 4.85, 0.19], [1.88, 1.84, 1.77], [6.01, 1.24, -0.19], [5.10, 1.65, -1.34], [4.25, 0.53, -1.55], [3.99, -0.22, -0.13], [2.73, 0.24, 0.40], [4.30, -1.61, -0.29], [5.18, 0.50, 0.70], [6.81, 0.58, -0.54], [6.45, 2.10, 0.32], [5.65, 1.89, -2.25], [4.47, 2.51, -1.06], [-2.61, -1.34, 2.91], [-3.48, -2.59, 2.89], [-3.47, -3.07, 4.23], [-3.36, -1.81, 5.25], [-4.68, -1.48, 5.71], [-2.26, -2.04, 6.15], [-2.91, -0.69, 4.15], [-1.55, -1.59, 2.90], [-2.83, -0.67, 2.07], [-3.10, -3.35, 2.21], [-4.51, -2.35, 2.62]],
  "homo_lumo_gap_ev": 5.59,
  "total_charge": -1,
  "e_lumo_ev": 2.2
}

{
  "formula": "C8H23CuNO7P",
  "method": "wB97M-V/def2-TZVPD",
  "elements": ["Cu", "P", "O", "O", "O", "O", "C", "C", "O", "H", "H", "H", "H", "H", "H", "C", "C", "O", "H", "H", "H", "H", "H", "H", "C", "C", "C", "O", "C", "N", "H", "H", "H", "H", "H", "H", "H", "H", "H", "H", "H"],
  "positions_angstrom": [[0.62, 0.37, 0.28], [1.91, 2.35, 1.60], [1.39, 2.47, 0.13], [1.81, 3.63, 2.43], [3.38, 1.84, 1.52], [1.07, 1.20, 2.30], [3.62, -2.51, -0.33], [3.56, -1.44, 0.73], [3.33, -0.19, 0.13], [4.45, -2.35, -1.03], [2.72, -2.46, -0.96], [3.69, -3.48, 0.17], [4.48, -1.39, 1.34], [2.73, -1.66, 1.42], [3.37, 0.60, 0.81], [-3.50, 2.13, 1.85], [-1.99, 2.13, 1.54], [-1.43, 0.91, 1.99], [-4.05, 1.53, 1.11], [-3.83, 3.17, 1.79], [-3.72, 1.76, 2.85], [-1.50, 2.93, 2.11], [-1.82, 2.33, 0.48], [-0.44, 1.09, 2.19], [-2.44, 0.39, -2.75], [-1.46, 0.05, -1.63], [-1.37, -1.43, -1.40], [-0.43, -1.65, -0.39], [-0.21, -3.02, -0.12], [-0.12, 0.59, -1.89], [-2.59, 1.47, -2.89], [-3.42, -0.09, -2.63], [-2.02, 0.08, -3.72], [-1.84, 0.57, -0.74], [-1.03, -1.89, -2.35], [-2.36, -1.87, -1.20], [-0.99, -3.33, 0.59], [0.74, -3.19, 0.38], [-0.36, -3.64, -1.01], [0.05, 1.59, -1.81], [0.01, 0.39, -2.89]],
  "homo_lumo_gap_ev": 3.96,
  "total_charge": -2,
  "e_above_lowest_ev": 0.387,
  "e_lumo_ev": 4.5
}

{
  "formula": "C8H23F4HfNO5",
  "method": "wB97M-V/def2-TZVPD",
  "elements": ["Hf", "F", "F", "F", "F", "C", "C", "C", "O", "C", "N", "H", "H", "H", "H", "H", "H", "H", "H", "H", "H", "H", "C", "C", "O", "O", "H", "H", "H", "H", "H", "H", "C", "C", "O", "O", "H", "H", "H", "H", "H", "H"],
  "positions_angstrom": [[-0.40, 0.36, -1.50], [0.63, -1.61, -1.01], [-1.67, 2.02, -0.74], [-2.23, -0.66, -2.27], [1.51, 1.44, -2.07], [2.85, 0.03, 0.77], [1.48, 0.18, 1.42], [1.55, 0.74, 2.83], [0.22, 0.91, 3.30], [0.14, 1.55, 4.56], [0.64, 1.12, 0.61], [2.83, -0.38, -0.24], [3.44, -0.56, 1.47], [3.37, 0.99, 0.64], [0.97, -0.79, 1.39], [2.09, 1.70, 2.88], [2.07, 0.06, 3.52], [0.94, 1.25, 5.24], [-0.77, 1.17, 5.03], [0.05, 2.63, 4.49], [-0.02, 1.46, 1.32], [1.19, 1.99, 0.57], [-0.56, 1.34, -4.69], [-0.40, -0.17, -4.77], [0.41, -0.60, -3.67], [-1.06, 1.74, -3.42], [-1.16, 1.73, -5.52], [0.43, 1.77, -4.90], [0.20, -0.32, -5.67], [-1.35, -0.71, -4.81], [0.82, -1.42, -3.97], [-1.17, 2.70, -3.44], [-1.96, -2.02, 0.37], [-1.41, -2.78, 1.53], [-1.91, -2.17, 2.74], [-1.60, -0.63, 0.46], [-3.05, -2.07, 0.35], [-1.61, -2.42, -0.57], [-0.32, -2.75, 1.52], [-1.66, -3.85, 1.54], [-1.52, -2.67, 3.46], [-2.01, -0.28, 1.26]],
  "homo_lumo_gap_ev": 10.93,
  "total_charge": 0,
  "e_above_lowest_ev": 0.000,
  "e_lumo_ev": 0.6
}

{
  "formula": "C8H23GaN2O8PS2",
  "method": "wB97M-V/def2-TZVPD",
  "elements": ["C", "C", "C", "C", "Ga", "N", "P", "N", "H", "H", "H", "H", "H", "H", "H", "H", "H", "H", "H", "H", "H", "H", "H", "C", "C", "O", "S", "O", "O", "O", "H", "H", "H", "H", "C", "C", "O", "S", "O", "O", "O", "H", "H", "H", "H"],
  "positions_angstrom": [[3.63, 1.08, 2.70], [2.22, 0.62, 2.37], [2.16, -0.74, 1.65], [2.84, -1.91, 2.36], [2.46, -3.68, 1.44], [0.79, -4.48, 1.97], [4.09, -5.26, 2.30], [4.88, -6.25, 1.32], [4.22, 1.19, 1.79], [3.63, 2.04, 3.22], [4.14, 0.35, 3.33], [1.74, 1.38, 1.74], [1.63, 0.57, 3.30], [1.09, -0.98, 1.51], [2.59, -0.61, 0.65], [3.93, -1.77, 2.38], [2.51, -1.96, 3.41], [2.58, -3.58, -0.14], [0.70, -4.58, 2.98], [-0.02, -3.95, 1.67], [4.98, -4.52, 3.15], [3.44, -5.93, 3.38], [4.89, -7.21, 1.66], [-0.54, 1.01, -3.24], [-1.21, 0.90, -1.89], [-0.10, 0.81, -0.98], [1.12, 1.67, -1.50], [1.14, 2.94, -0.87], [2.28, 0.85, -1.51], [0.59, 1.87, -3.00], [-0.18, 0.05, -3.60], [-1.17, 1.49, -3.99], [-1.81, 0.00, -1.77], [-1.80, 1.79, -1.66], [-6.39, 2.58, -1.78], [-6.38, 4.10, -1.78], [-5.09, 4.42, -2.32], [-4.68, 3.35, -3.42], [-4.98, 3.82, -4.73], [-3.37, 2.90, -3.11], [-5.76, 2.25, -3.03], [-5.81, 2.16, -0.96], [-7.39, 2.15, -1.80], [-6.43, 4.53, -0.78], [-7.16, 4.52, -2.41]],
  "homo_lumo_gap_ev": 4.97,
  "total_charge": -1,
  "e_lumo_ev": 1.4
}